C5H5ClS | ωB97M-V with the def2-TZVPD basis set

## Properties
- Frontier orbital gap: 8.84 eV
- Energy relative to the best compared isomer or geometry (same formula, charge and spin): 409.04 kJ/mol
- Total charge: 0
- Structure (SMILES): C#C/C(=C/Cl)SC

Each line ends with the natural charge from an NBO analysis.
Cartesian coordinates (Å):
1 C 1.066 -1.854 0.111  -0.74
2 C -0.798 0.679 -0.171  -0.29
3 C -2.062 0.998 0.003  -0.22
4 C 0.458 1.306 -0.340  -0.04
5 C 1.438 1.892 -0.196  -0.19
6 H 0.726 -3.036 -0.382  0.25
7 H 1.218 -1.958 1.364  0.23
8 H 1.996 -1.363 -0.355  0.23
9 H -2.486 2.043 0.498  0.24
10 H 2.382 2.458 0.017  0.25
11 S -0.615 -1.059 -0.409  0.21
12 Cl -3.325 -0.104 -0.141  0.06

***

C32H38ClN3O2 | ωB97M-V with the def2-TZVPD basis set

## Properties
- Frontier orbital gap: 8.03 eV
- Energy relative to the best compared isomer or geometry (same formula, charge and spin): 20.10 kJ/mol
- Total charge: 0
- Structure (SMILES): CCCCc1nc(-c2ccc(OCCCN(CC)CC)cc2)cn1-c1ccc(Oc2ccc(Cl)cc2)cc1

Each line ends with the natural charge from an NBO analysis.
Cartesian coordinates (Å):
1 C -0.131 1.012 -4.795  -0.61
2 C -0.623 0.098 -3.680  -0.41
3 C -2.066 0.385 -3.268  -0.38
4 H -2.695 0.451 -4.160  0.20
5 C -2.212 1.687 -2.466  -0.45
6 C -1.552 1.601 -1.136  0.38
7 N -0.264 1.646 -0.949  -0.48
8 C -0.046 1.570 0.402  0.07
9 C -1.258 1.498 1.039  -0.10
10 N -2.220 1.503 0.059  -0.38
11 C -3.600 1.487 0.303  0.20
12 C -4.136 2.346 1.261  -0.23
13 C -5.489 2.335 1.527  -0.23
14 C -6.332 1.468 0.836  0.29
15 C -5.802 0.617 -0.128  -0.27
16 C -4.445 0.622 -0.384  -0.22
17 H -4.038 -0.059 -1.116  0.22
18 H -6.453 -0.045 -0.680  0.23
19 O -7.672 1.563 1.099  -0.48
20 C -8.480 0.462 1.015  0.28
21 C -9.808 0.679 0.658  -0.19
22 C -10.699 -0.375 0.615  -0.23
23 C -10.263 -1.653 0.930  -0.06
24 C -8.947 -1.878 1.300  -0.20
25 C -8.056 -0.822 1.346  -0.27
26 H -7.034 -0.992 1.651  0.23
27 H -8.620 -2.873 1.557  0.23
28 Cl -11.372 -2.977 0.869  0.01
29 H -11.728 -0.208 0.337  0.23
30 H -10.126 1.681 0.420  0.22
31 H -5.915 2.999 2.263  0.23
32 H -3.485 3.026 1.790  0.23
33 H -1.522 1.413 2.073  0.22
34 C 1.296 1.577 0.953  -0.02
35 C 1.533 1.502 2.326  -0.18
36 C 2.819 1.507 2.816  -0.26
37 C 3.916 1.587 1.955  0.31
38 C 3.685 1.669 0.585  -0.31
39 C 2.392 1.663 0.099  -0.18
40 H 2.210 1.727 -0.962  0.23
41 H 4.501 1.736 -0.118  0.21
42 O 5.130 1.609 2.576  -0.50
43 C 6.338 1.504 1.853  -0.06
44 C 6.817 0.056 1.713  -0.42
45 H 7.845 0.078 1.348  0.20
46 H 6.816 -0.412 2.698  0.22
47 C 5.939 -0.783 0.780  -0.22
48 N 6.342 -2.179 0.807  -0.46
49 C 7.489 -2.469 -0.036  -0.21
50 C 7.231 -2.531 -1.547  -0.64
51 H 6.764 -1.615 -1.902  0.20
52 H 6.586 -3.368 -1.801  0.20
53 H 8.176 -2.657 -2.070  0.21
54 H 8.238 -1.700 0.164  0.19
55 H 7.910 -3.422 0.293  0.19
56 C 5.226 -3.099 0.659  -0.21
57 C 5.616 -4.539 0.976  -0.62
58 H 6.157 -4.576 1.917  0.21
59 H 6.239 -4.968 0.196  0.20
60 H 4.718 -5.146 1.063  0.21
61 H 4.464 -2.786 1.379  0.20
62 H 4.770 -3.052 -0.344  0.16
63 H 5.967 -0.358 -0.236  0.16
64 H 4.907 -0.721 1.132  0.21
65 H 7.066 2.061 2.452  0.19
66 H 6.265 1.985 0.873  0.17
67 H 3.010 1.450 3.877  0.22
68 H 0.703 1.436 3.014  0.20
69 H -3.270 1.926 -2.333  0.22
70 H -1.746 2.499 -3.025  0.23
71 H -2.431 -0.451 -2.665  0.19
72 H 0.020 0.218 -2.806  0.23
73 H -0.555 -0.940 -4.015  0.20
74 H -0.096 2.046 -4.463  0.20
75 H 0.872 0.724 -5.101  0.21
76 H -0.786 0.948 -5.663  0.20

***

C38H43N2P2RuS2 | ωB97M-V with the def2-TZVPD basis set

## Properties
- Frontier orbital gap (spin up / spin down): 6.42 / 7.29 eV
- Energy relative to the best compared isomer or geometry (same formula, charge and spin): 0.00 kJ/mol
- 2S+1: 2
- Total charge: 0
- ⟨S²⟩: 1.025

Each line ends with the Mulliken spin population.
Cartesian coordinates (Å):
1 Ru -1.390 0.109 -0.811  1.52
2 S -1.775 1.550 1.824  0.01
3 P 0.060 0.814 1.995  0.00
4 C 0.328 -0.264 0.664  -0.14
5 P 1.656 -0.296 -0.444  0.04
6 S 0.995 0.159 -2.281  -0.06
7 C 3.255 0.539 -0.141  0.01
8 C 3.709 0.860 1.131  -0.01
9 C 4.946 1.462 1.282  0.00
10 C 5.740 1.708 0.173  0.00
11 C 5.294 1.370 -1.094  0.00
12 C 4.045 0.800 -1.253  0.00
13 C 2.141 -2.054 -0.411  0.01
14 C 1.227 -2.976 -0.909  -0.01
15 C 1.466 -4.331 -0.780  0.01
16 C 2.624 -4.772 -0.157  0.00
17 C 3.537 -3.852 0.334  0.00
18 C 3.297 -2.497 0.218  0.00
19 C 0.094 -0.253 3.481  0.00
20 C -0.857 -0.058 4.473  0.00
21 C -0.935 -0.929 5.543  0.00
22 C -0.056 -1.997 5.624  0.00
23 C 0.904 -2.186 4.643  0.00
24 C 0.969 -1.328 3.561  -0.01
25 C 1.175 2.214 2.379  0.00
26 C 1.480 2.529 3.698  0.00
27 C 2.271 3.631 3.970  0.00
28 C 2.771 4.405 2.936  0.00
29 C 2.454 4.094 1.623  0.00
30 C 1.646 3.009 1.341  0.00
31 H 3.103 0.642 2.002  0.00
32 H 5.299 1.721 2.272  0.00
33 H 6.715 2.155 0.299  0.00
34 H 5.918 1.538 -1.959  0.00
35 H 3.669 0.532 -2.229  0.00
36 H 0.335 -2.593 -1.398  -0.01
37 H 0.757 -5.050 -1.165  0.00
38 H 2.823 -5.828 -0.051  0.00
39 H 4.438 -4.194 0.821  0.00
40 H 4.007 -1.779 0.606  0.00
41 H -1.539 0.777 4.389  0.00
42 H -1.680 -0.766 6.309  0.00
43 H -0.110 -2.676 6.462  0.00
44 H 1.595 -3.014 4.709  0.00
45 H 1.700 -1.484 2.778  0.01
46 H 1.101 1.912 4.502  0.00
47 H 2.492 3.892 4.995  0.00
48 H 3.406 5.252 3.153  0.00
49 H 2.833 4.706 0.819  0.00
50 H 1.397 2.758 0.315  0.00
51 C -2.004 -2.624 0.948  0.03
52 N -2.832 -1.705 0.171  0.01
53 C -3.784 -1.068 1.081  0.00
54 C -3.564 -2.424 -0.876  -0.01
55 C -2.746 -2.621 -2.154  0.02
56 N -2.257 -1.352 -2.697  -0.01
57 C -1.405 -1.614 -3.855  0.01
58 C -3.370 -0.503 -3.125  0.00
59 H -2.620 -3.374 1.468  0.00
60 H -1.451 -2.057 1.699  -0.01
61 H -1.281 -3.131 0.309  -0.01
62 H -4.510 -1.793 1.469  0.00
63 H -4.323 -0.274 0.565  0.00
64 H -3.251 -0.627 1.922  0.00
65 H -4.461 -1.852 -1.123  0.00
66 H -3.891 -3.408 -0.506  0.00
67 H -3.383 -3.136 -2.899  0.00
68 H -1.882 -3.262 -1.954  -0.01
69 H -1.957 -2.154 -4.638  0.00
70 H -0.538 -2.207 -3.566  0.00
71 H -1.049 -0.668 -4.258  0.00
72 H -4.050 -1.036 -3.808  0.00
73 H -2.965 0.362 -3.647  0.00
74 H -3.935 -0.142 -2.261  0.00
75 C -1.949 2.296 -1.296  -0.25
76 C -2.238 2.664 -2.637  0.03
77 C -3.557 2.958 -3.048  -0.07
78 C -3.820 3.425 -4.315  0.04
79 C -2.789 3.602 -5.231  -0.08
80 C -1.484 3.300 -4.856  0.04
81 C -1.209 2.837 -3.591  -0.08
82 H -2.751 2.467 -0.576  -0.01
83 H -0.958 2.608 -0.948  0.00
84 H -4.358 2.850 -2.331  0.00
85 H -4.834 3.677 -4.589  0.00
86 H -3.000 3.981 -6.221  -0.01
87 H -0.678 3.453 -5.562  0.00
88 H -0.195 2.591 -3.306  -0.01

***

C26H45F3O2P2Pd | ωB97M-V with the def2-TZVPD basis set

## Properties
- Frontier orbital gap (spin up / spin down): 9.01 / 4.20 eV
- 2S+1: 5
- Total charge: +2
- ⟨S²⟩: 6.017

Each line ends with the Mulliken spin population.
Cartesian coordinates (Å):
1 Pd 0.207 -0.241 0.246  1.03
2 C 1.322 -1.897 -0.645  0.31
3 C 0.175 -2.197 -1.472  0.22
4 C 1.086 -0.215 -2.252  0.31
5 C 1.938 -0.697 -1.193  0.29
6 C 0.030 -1.154 -2.432  0.34
7 C 1.964 -2.833 0.311  0.04
8 H 1.213 -3.342 0.929  0.00
9 H 2.664 -2.306 0.967  0.01
10 H 2.517 -3.584 -0.267  0.02
11 C 3.341 -0.264 -0.983  0.03
12 H 3.833 -0.810 -0.171  0.00
13 H 3.392 0.815 -0.780  0.01
14 H 3.916 -0.437 -1.909  0.02
15 C 1.332 0.993 -3.072  -0.01
16 H 1.703 0.711 -4.070  0.03
17 H 2.069 1.649 -2.591  0.00
18 H 0.407 1.576 -3.207  0.01
19 C -1.050 -1.075 -3.449  -0.02
20 H -0.794 -1.621 -4.372  0.03
21 H -1.245 -0.033 -3.726  0.01
22 H -1.986 -1.503 -3.061  0.01
23 C -0.618 -3.451 -1.391  -0.01
24 H -0.120 -4.287 -1.922  0.03
25 H -1.618 -3.335 -1.830  0.01
26 H -0.760 -3.780 -0.351  0.01
27 C -2.789 -1.282 2.072  0.04
28 C -2.243 -2.461 1.732  0.03
29 C -3.073 -3.691 1.555  0.00
30 C -3.997 -3.808 0.310  0.00
31 C -4.054 -2.625 -0.606  0.00
32 C -4.618 -1.478 -0.248  0.00
33 C -5.231 -1.280 1.105  0.00
34 C -4.263 -1.149 2.305  0.00
35 H -3.697 -3.831 2.448  0.00
36 H -5.009 -4.060 0.667  0.00
37 H -2.393 -4.552 1.533  0.00
38 H -4.559 -1.901 3.049  0.00
39 H -2.194 -0.397 2.300  0.01
40 H -1.166 -2.624 1.691  -0.01
41 H -4.447 -0.175 2.774  0.00
42 H -5.864 -0.383 1.070  0.00
43 H -4.722 -0.631 -0.932  0.00
44 H -5.926 -2.105 1.319  0.00
45 H -3.678 -4.684 -0.274  0.00
46 H -3.676 -2.802 -1.616  0.00
47 P 1.071 0.126 2.350  0.24
48 C 2.879 0.324 2.270  0.05
49 H 3.250 0.546 3.277  0.01
50 H 3.114 1.167 1.613  -0.01
51 H 3.359 -0.585 1.897  0.00
52 C 0.528 1.547 3.329  0.02
53 H 1.137 1.594 4.241  0.01
54 H -0.525 1.428 3.603  0.00
55 H 0.689 2.470 2.757  0.00
56 C 0.904 -1.300 3.462  0.05
57 H -0.139 -1.413 3.766  0.00
58 H 1.535 -1.148 4.346  0.02
59 H 1.220 -2.215 2.955  -0.02
60 P -1.551 1.946 -0.444  0.45
61 C -2.529 1.714 -1.980  0.07
62 H -3.450 2.312 -1.971  0.02
63 H -2.787 0.658 -2.091  -0.01
64 H -1.914 2.027 -2.835  0.00
65 C -2.793 2.401 0.827  0.06
66 H -3.649 1.718 0.800  0.00
67 H -3.121 3.441 0.684  0.01
68 H -2.306 2.319 1.805  0.00
69 C -0.910 3.613 -0.816  0.04
70 H -1.708 4.301 -1.111  0.01
71 H -0.182 3.526 -1.623  -0.01
72 H -0.391 3.999 0.063  0.00
73 F 3.579 4.974 -0.281  0.01
74 C 2.906 3.924 -0.794  0.05
75 F 2.114 4.381 -1.822  0.00
76 F 3.833 3.090 -1.378  0.00
77 C 2.089 3.144 0.285  -0.04
78 O 2.105 3.544 1.457  0.01
79 O 1.477 2.156 -0.229  0.16

***

| no. | DFT total energy (Ha) |
| --- | --- |
| 1 | -1051.70874 |
| 2 | -2017.12097 |
| 3 | -3157.21752 |
| 4 | -2277.66175 |